No. 1
Computed, not measured: C34H45BN8OS2SbTi as an isolated structure, with the ωB97M-V functional and the def2-TZVPD basis.

Output
- Multiplicity: 3
- E: -101962.2475 eV
- Energy relative to the best compared isomer or geometry (same formula, charge and spin): 8.6 kcal per mole
- Total charge: -1
- ⟨S²⟩: 2.04
- HOMO (alpha / beta): -1.892 / -4.435 eV
- Gap between HOMO and LUMO (alpha / beta): 4.30 / 6.84 eV

Cartesian coordinates (Å):
H 6.670339 0.020404 5.507565
C 2.297303 1.602051 -4.541931
C 5.032468 -1.167401 4.811848
S 2.273069 -0.419609 0.651213
H 1.029158 -0.898413 -4.147744
H 0.728541 2.214359 0.999806
H 5.310113 2.083951 5.709818
H 3.316642 -1.702024 -3.762814
S 3.339812 -2.784045 2.226351
H -2.178787 -1.838162 -6.016154
H 2.941830 0.734284 -4.694968
H 0.207315 -5.447487 -0.483718
C -1.433272 -2.907911 3.128467
C -2.920151 -0.778470 -2.189576
H -3.985927 -2.223267 2.827974
C -4.032704 -0.667341 -1.204005
C -1.550131 5.066350 -2.274320
H -5.744047 -0.545546 3.046026
H 2.852689 2.505143 -4.786588
C 3.677810 -1.212151 4.484220
H -2.092614 5.897273 -1.821116
C 0.831634 -3.435861 -0.781494
C 2.157098 -3.406671 -1.240875
O -1.234526 0.757251 0.722154
C -1.689767 4.423152 0.700907
H -2.340395 -2.881788 3.725737
N 0.751076 1.053754 -1.294750
H -0.874320 -4.211282 0.205078
H 4.347802 -2.201036 -2.403847
C 0.165339 -4.487655 0.034744
Ti -0.109481 -0.470591 -0.205428
H -1.887811 4.945236 -3.304513
H -4.495334 2.508769 -0.985132
B 0.569538 -0.638639 -3.074203
C 1.437677 2.751637 0.373406
H -1.427228 3.799748 1.553840
H 2.764741 3.450420 -2.231002
H -0.808011 -0.719197 -5.917817
C 2.125577 2.587643 -2.141428
H -4.377618 4.258876 -0.688730
C 5.618251 0.007417 5.249544
C -4.009213 3.432436 -1.296344
C -3.052666 -1.180632 -3.528966
C -3.327170 1.352947 1.619373
C -3.787193 -1.210360 2.504551
H 1.971463 -2.486778 4.145502
H -0.623046 -2.382628 -5.364741
H 1.451898 1.511910 -5.224640
H -0.575571 -2.767288 3.788118
N -0.252499 -1.558026 1.446025
H -3.159082 2.366277 1.283381
H 0.667738 -4.590286 0.996463
H -0.485909 5.309030 -2.287864
C 1.984121 -1.841086 1.586746
H -0.914408 5.175271 0.555351
N 0.995604 0.754479 -2.590277
N 1.057304 -1.646826 -1.984867
H 5.622734 -2.071132 4.711122
N 0.175671 -2.362262 -1.216246
H 2.922306 2.040103 5.075685
H 3.483225 -3.358072 4.528999
C -4.543839 1.040464 2.219747
C -1.777978 -1.155217 -4.052394
H -1.329159 -3.899359 2.679143
H -4.310498 -1.657815 -0.838050
Sb -1.837840 3.217818 -1.118808
C -1.318385 -1.543730 -5.418129
H 2.427862 2.655347 0.819773
H -2.639547 4.923956 0.887505
C -4.787409 -0.265529 2.620473
H -4.905507 -0.222616 -1.683071
C 1.432841 2.160271 -0.998125
H -3.745882 -0.062090 -0.353066
N 0.810495 -2.270945 1.914371
H 2.945577 -4.102317 -1.006169
C -2.321678 0.408693 1.408065
H 3.555749 -0.616613 -2.381233
H -3.961590 -1.455096 -4.037838
C 3.517907 1.138512 5.003146
C 3.444135 -1.661091 -2.677754
C 2.267349 -2.252927 -1.985004
N -1.639922 -0.526171 -1.923432
C 1.830398 1.668564 -3.126589
C 3.052792 -2.487999 4.034596
N -0.953287 -0.747524 -3.073622
C -2.510978 -0.909605 1.965505
C -1.424849 -1.818157 2.085884
H 1.176699 3.810898 0.334883
C 2.933324 -0.038155 4.559427
H -5.294643 1.810576 2.349330
H 1.891523 -0.043343 4.259956
C 4.858211 1.164400 5.359549
H -4.250880 3.626553 -2.341985

Forces on atoms 1 to 3 (eV/Å):
0.002 0.014 0.000
-0.086 -0.101 0.086
-0.143 -0.044 0.023


No. 2
Computed, not measured: C34H45FGe2IrN2 as an isolated structure, with the ωB97M-V functional and the def2-TZVPD basis.

Output
- Multiplicity: 2
- E: -157553.1678 eV
- Energy relative to the best compared isomer or geometry (same formula, charge and spin): 6.6 kcal per mole
- ⟨S²⟩: 0.76
- HOMO (alpha / beta): -6.603 / -7.956 eV
- Gap between HOMO and LUMO (alpha / beta): 6.76 / 8.06 eV

Cartesian coordinates (Å):
N 1.172421 1.315082 1.183647
H 5.069555 1.308985 2.189515
H 1.683214 -3.290725 -2.494624
C -0.696504 -2.444866 1.337748
H 1.302546 4.385406 -2.160340
C -3.810425 -0.571064 -1.506606
C 2.293637 -3.080357 -1.623779
C -1.439013 6.187547 -0.801368
H -0.131081 -4.498554 1.015763
H -1.282337 -3.001760 -5.249414
H -0.942669 7.159095 -0.785484
H -2.250293 3.450025 -0.065738
H 0.025847 0.311447 -1.784361
C -0.867619 -4.200777 2.997996
H 3.561920 0.412303 2.263718
H -0.604506 4.861578 2.395981
C -2.311030 -4.863300 -2.617771
H 3.496980 0.540633 -0.266097
H -1.847338 -1.234155 4.299619
Ge -0.219274 4.803126 -0.139267
C 0.160476 5.267934 1.732745
H -2.327589 6.245974 -0.171638
C -1.344854 -3.288440 3.930345
H -1.919302 -4.428664 -0.564157
H -3.323324 1.913125 -0.699006
C 3.986465 1.416226 2.265857
C -0.852111 -2.581682 -3.190378
C -4.518655 -1.717314 -1.821077
H 3.830627 4.137033 2.099412
H -3.454206 1.618583 1.043192
N 2.017155 2.471363 1.294257
C -1.166427 -1.546637 2.288617
H 0.143353 6.355269 1.826508
H -4.390667 -0.445226 1.813258
C -1.011923 -2.969423 -1.859873
H 4.037391 -3.992903 -2.477743
H 4.887372 1.591822 -0.386527
C -0.356711 0.003736 -0.808274
Ge -0.165022 -1.903455 -0.460933
H 1.553953 0.625403 0.534682
Ir -1.024255 1.286487 0.408072
F -5.832367 -3.536078 -1.099088
H 3.751688 4.271040 0.336981
H 4.486583 -2.423250 1.477667
H 1.128511 4.918303 2.089662
C -5.105823 -1.975356 0.504905
H 3.340217 2.104200 -1.070378
C -5.152085 -2.402162 -0.802467
H -1.309595 -0.493889 2.033232
C -3.749827 -0.086095 -0.199408
H -4.563296 -2.096745 -2.832627
H 5.451174 -3.567250 -0.493622
H -2.892135 -5.746422 -2.386320
H 1.672872 3.132704 0.609455
C 3.807340 1.583085 -0.232150
H 5.178930 3.570133 1.096712
H -2.585250 -5.043717 -4.737786
C 3.624070 -3.482822 -1.616575
C 4.418693 -3.242040 -0.505786
C -0.537138 -3.778782 1.718685
H -1.353954 3.038558 -1.485036
C -1.752860 -4.116257 -1.588277
C 3.877003 -2.600545 0.599784
C -3.066012 1.211745 0.097903
H -1.603240 -3.616624 4.928948
C -1.246846 3.147341 -0.399352
H 2.281926 4.493728 -0.696136
C 1.738293 -2.418005 -0.530792
H -3.299775 -0.028663 -2.294313
C 4.093257 3.644050 1.162820
C 3.464277 2.255507 1.102748
C -4.410401 -0.807112 0.791583
H 2.129632 -1.732779 1.468204
H -0.744850 -5.241152 3.271308
H 3.750622 1.895765 3.217072
H -5.615892 -2.537708 1.275564
H 1.138473 0.871719 2.097158
H -1.758739 5.980093 -1.823094
C 1.419861 4.912056 -1.212511
C -1.485077 -1.955129 3.577172
C -2.143571 -4.465961 -3.935785
H 1.640582 5.958272 -1.428175
C 2.550073 -2.195915 0.580420
H -0.286770 -1.687163 -3.432126
C -1.414346 -3.319556 -4.222638

Forces on atoms 1 to 3 (eV/Å):
0.218 -0.002 -0.002
-0.002 -0.013 0.004
0.002 -0.020 0.012


> Which of these has the lowest multiplicity?

C34H45FGe2IrN2